# C17H20CeCl3NO4S

C17H20CeCl3NO4S as an isolated structure (wB97M-V/def2-TZVPD, the Open Molecules 2025 dataset).

Cartesian coordinates (Å):
H (0.005428, 2.609522, -3.115545)
H (3.289484, 2.428978, -2.770040)
O (-1.329557, -2.466312, 4.773404)
C (0.773571, 0.698777, -2.714269)
H (-5.906396, 1.376163, 6.669180)
N (-1.779276, -0.480956, 3.161561)
H (0.974015, -3.274828, -2.183169)
C (2.604480, 2.302996, -1.901263)
C (-3.393211, -0.864211, 4.906853)
C (0.098119, 1.644240, -3.604777)
H (-0.454290, -1.411353, -4.318832)
H (-4.075872, 2.397851, 5.224703)
C (1.738909, -2.703464, -1.668056)
H (1.848335, 3.108497, -1.937381)
C (-3.266941, 0.481894, 4.675646)
C (1.547360, -1.267893, -1.844290)
C (2.437972, -0.245684, -1.437202)
H (1.692796, -2.938412, -0.595310)
C (3.754622, -0.409713, -0.817209)
C (0.507243, -0.677160, -2.599300)
H (3.176171, 2.416985, -0.963486)
C (-4.144346, 1.320390, 5.387176)
H (-1.549028, -0.869430, -3.023168)
Cl (-2.051515, -0.136852, -0.552981)
H (-0.883446, 1.275329, -3.868107)
S (-2.330438, -1.884886, 3.913723)
O (-3.108700, -2.707562, 3.019471)
H (-0.697137, -2.397566, -2.868335)
C (-4.252183, -1.476977, 5.791151)
H (3.828198, -1.366206, -0.312079)
H (2.716701, -2.995902, -2.073034)
C (-0.604060, -1.377793, -3.236013)
H (0.667649, 1.795102, -4.527486)
C (-5.163409, -0.655874, 6.422526)
C (-5.117303, 0.747461, 6.216478)
O (-2.117594, 1.730069, 2.842348)
H (4.540071, -0.352616, -1.578616)
H (3.942872, 0.389417, -0.098766)
C (1.935778, 0.984516, -1.953768)
H (0.683475, -2.258385, 1.261486)
O (0.459636, -1.367788, 0.901849)
Cl (2.109799, -0.098971, 2.499459)
H (-5.934327, -1.110294, 7.028435)
Ce (-0.362083, 0.430959, 1.369986)
C (-2.353416, 0.700839, 3.539539)
Cl (0.871561, 2.754965, 1.076198)
H (-4.177984, -2.549885, 5.889777)

Forces on atoms 1 to 6 (eV/Å):
-0.23 0.41 -0.07
-0.07 0.20 0.34
-0.37 -0.18 -0.55
0.85 -0.54 1.09
0.71 -0.35 -0.19
0.14 -0.65 -0.10

## Properties
Orbital gap (spin up / spin down) = 3.31 / 3.33 eV
Energy relative to the best compared isomer or geometry (same formula, charge and spin) = 0.00 kcal/mol
Net charge = -2
HOMO energy (spin up / spin down) = 0.5037 / 0.4834 eV

Atomic partial charges in e from the Löwdin method, atoms 1 to 5: number 1, H, carries 0.0574; number 2, H, carries 0.0644; number 3, O, carries -0.2861; number 4, C, carries -0.2858; number 5, H, carries 0.1024